# 1
Entry from the OMol25 dataset: C15H31HgS2SbSi3 as an isolated structure (ωB97M-V with the def2-TZVPD basis set).

XYZ file:
```
53
Properties=species:S:1:pos:R:3:forces:R:3:lowdin_charge:R:1
Hg 2.833938 1.757219 2.382008 0.0 0.0 -0.2 0.344
S 1.113349 3.322412 0.245509 0.2 -0.1 0.0 0.409
C 2.469711 3.845452 -0.659490 -0.4 0.0 0.2 -0.775
C 2.508296 5.206005 -1.060403 0.2 0.2 -0.2 -0.168
C 3.541784 5.720782 -1.798269 -0.2 0.0 0.1 -0.121
C 4.622652 4.895754 -2.157305 0.1 -0.2 0.0 -0.124
C 4.632348 3.582366 -1.769651 0.1 0.3 -0.2 -0.171
C 3.568252 3.002765 -1.030680 0.1 -0.5 0.1 -0.795
S 3.678118 1.339063 -0.646340 -0.1 0.2 0.1 0.373
H 1.678890 5.834542 -0.764374 0.0 0.0 0.0 0.078
H 3.527541 6.762063 -2.099464 0.0 0.0 0.0 0.088
H 5.447643 5.298538 -2.733797 0.0 0.0 0.0 0.088
H 5.466062 2.942915 -2.028642 0.0 0.0 0.0 0.077
C 0.220686 -3.588901 -2.068648 0.0 0.2 0.2 -0.247
Si -1.055799 -2.261437 -1.594423 -0.1 -0.3 -0.5 0.275
C -2.623736 -3.232847 -1.115676 0.2 0.3 0.3 -0.218
C -1.499958 -1.362146 -3.208945 0.1 0.1 0.3 -0.246
Sb 0.164840 -0.547270 -0.077651 -0.4 -0.3 0.1 0.805
Si 0.230581 -2.105574 1.978953 0.1 -0.3 0.5 0.262
C 1.769476 -3.186879 1.733063 -0.1 0.1 -0.1 -0.244
C -1.242033 -3.264205 2.318901 0.1 0.2 -0.3 -0.227
C 0.480720 -1.178677 3.611595 0.0 0.1 -0.3 -0.247
Si -1.937868 0.815051 0.521414 -0.4 0.3 0.1 0.261
C -1.662378 1.799437 2.109577 0.2 -0.1 -0.2 -0.234
C -3.561948 -0.147343 0.771400 0.3 -0.1 -0.1 -0.227
C -2.210814 2.016982 -0.910914 0.1 -0.1 0.1 -0.243
H -0.166165 -4.248035 -2.849967 -0.1 0.0 0.0 0.021
H 0.490497 -4.206825 -1.208531 0.0 0.0 0.0 0.005
H 1.134911 -3.119602 -2.439604 0.0 0.0 0.0 0.024
H -2.926849 -3.884038 -1.939166 0.1 0.0 -0.1 0.025
H -3.457704 -2.566101 -0.888551 0.0 -0.1 0.0 0.000
H -2.455345 -3.857899 -0.236658 0.0 0.0 -0.1 -0.002
H -1.854633 -2.063671 -3.968160 0.0 -0.1 0.0 0.021
H -0.623872 -0.843742 -3.605774 0.0 0.0 0.0 0.025
H -2.281027 -0.615289 -3.046851 0.0 0.0 0.0 0.006
H 1.663620 -3.849783 0.870687 0.0 0.0 0.0 0.004
H 1.977747 -3.803078 2.611293 -0.1 0.0 0.0 0.023
H 2.637943 -2.548597 1.552729 0.0 0.0 0.0 0.025
H -1.369737 -4.002661 1.524621 0.0 0.0 0.1 0.000
H -2.172869 -2.697246 2.397869 0.0 0.0 0.0 0.009
H -1.095167 -3.800884 3.259358 0.1 0.0 0.0 0.023
H 1.380889 -0.561338 3.585516 0.0 0.0 0.0 -0.052
H 0.581199 -1.891510 4.434383 0.0 -0.1 0.0 0.025
H -0.360628 -0.519334 3.835943 0.0 0.0 0.0 0.004
H -1.569401 1.147888 2.980819 0.0 0.0 0.0 0.004
H -2.489530 2.492130 2.284551 -0.1 0.0 -0.1 0.028
H -0.745039 2.386789 2.029646 0.0 0.0 0.0 -0.033
H -3.450677 -0.922236 1.533830 0.0 0.0 0.0 0.007
H -3.885584 -0.630725 -0.152724 0.0 0.0 0.0 0.000
H -4.356424 0.530472 1.094084 0.0 0.1 0.0 0.024
H -1.310029 2.620916 -1.044782 0.0 0.0 0.0 -0.023
H -3.045420 2.694956 -0.713337 0.0 0.0 0.1 0.026
H -2.411056 1.493375 -1.848972 0.0 0.0 0.0 0.007
```
Positions in Å, forces in eV/Å.

As for the largest force on an atom: 0.63 eV/A. The total charge is -1. Its spin multiplicity is 2. Its relative energy (zero: lowest compared OMol25 entry of this formula, charge and spin) is 0.0000 eV. Its HOMO-LUMO gap (alpha / beta) is 6.429 / 5.701 eV. The value obtained for the HOMO energy (alpha / beta) is -3.62 / -4.12 eV. The lowest unoccupied orbital energy (alpha / beta) comes out at 2.8 / 1.6 eV.


# 2
Entry from the OMol25 dataset: a 2-piece molecular cluster, C3H12NO2 overall at a distorted geometry (ωB97M-V with the def2-TZVPD basis set).

XYZ file:
```
18
Properties=species:S:1:pos:R:3:forces:R:3:lowdin_charge:R:1
O 0.121913 2.102082 0.202327 -0.5 0.0 0.0 -0.045
C 0.890213 1.620323 -0.880422 0.7 -0.9 1.3 -0.213
C 0.456008 0.202221 -1.274327 -1.1 1.2 -0.1 -0.104
N 0.203630 -0.545514 0.014021 0.9 0.6 -1.8 -0.010
C -0.181367 -1.949666 -0.253781 -1.0 0.0 0.4 0.009
H -0.672980 2.576397 -0.063860 0.1 0.1 -0.2 0.113
H 1.035828 2.323139 -1.689457 -0.2 0.0 -0.3 0.136
H 1.854533 1.437848 -0.396493 0.4 0.5 -0.3 0.128
H 1.221525 -0.262014 -1.883167 0.0 -0.4 0.1 0.137
H -0.504008 0.233622 -1.793123 0.1 -0.3 -0.2 0.141
H -0.505670 0.002833 0.504634 0.2 -0.2 0.6 0.110
H 1.077027 -0.423572 0.529286 -0.2 -0.5 0.5 0.179
H -1.253143 -1.994485 -0.448404 0.0 0.3 0.0 0.112
H -0.023399 -2.554395 0.625743 0.4 -0.2 0.1 0.104
H 0.296964 -2.302317 -1.149274 0.5 -0.2 0.0 0.098
H -0.911109 -0.281224 3.298869 0.1 0.1 0.1 0.069
H -2.025658 -0.169006 2.267322 0.0 0.1 0.2 0.068
O -1.080306 -0.016272 2.390105 -0.4 -0.2 -0.2 -0.033
```
Positions in Å, forces in eV/Å.

As for the largest force on an atom: 2.11 eV/A. The total charge is +1. Its relative energy (zero: lowest compared OMol25 entry of this formula, charge and spin) is 0.8420 eV. Its HOMO-LUMO gap is 11.997 eV. The value obtained for the HOMO energy is -15.05 eV. The lowest unoccupied orbital energy comes out at -3.1 eV.


Number 1: M 682.155 g mol⁻¹. Number 2: M 94.134 g mol⁻¹.